Molecular formula: C2H3BrClN
Method: DFT, the ωB97M-V functional and the def2-TZVPD basis

Values from the calculation:
E_tot, Eh: -3166.85423
F_max, Eh/bohr: 0.077
Frontier orbital gap, Eh: 0.3575
LUMO level, eV: 0.44
ΔE to the lowest compared entry with this formula, charge and spin, kcal per mole: 45.1
HOMO, eV: -9.3

Structure (XYZ):
```
8
Properties=species:S:1:pos:R:3:mulliken_charge:R:1
C -0.24 -0.82 -0.28 -0.087
C 0.17 1.17 -0.05 -0.138
N -0.02 -2.03 -0.01 -0.435
Cl 1.42 1.43 1.12 -0.120
Br -1.54 1.79 0.46 -0.051
H 0.66 1.52 -1.05 0.320
H -1.20 -0.86 -0.84 0.274
H 0.75 -2.21 0.65 0.237
```

=====

Molecular formula: C2H3BrClNO2S
Method: DFT, the ωB97M-V functional and the def2-TZVPD basis

Values from the calculation:
E_tot, Eh: -3715.42078
F_max, Eh/bohr: 0.082
Frontier orbital gap (alpha / beta), Eh: 0.2457 / 0.2310
LUMO level (alpha / beta), eV: -3.20 / -3.31
ΔE to the lowest compared entry with this formula, charge and spin, kcal per mole: 57.3
HOMO (alpha / beta), eV: -9.9 / -9.6

Structure (XYZ):
```
11
Properties=species:S:1:pos:R:3:mulliken_charge:R:1
C 0.49 0.36 -0.09 -0.865
C 0.58 -0.15 -1.41 0.268
N -0.02 0.20 -2.52 0.801
O -0.70 1.20 -2.74 -0.577
O 0.37 -0.69 -3.46 -0.430
S 1.40 -1.57 -2.20 0.290
Cl 1.78 -2.66 -0.51 -0.200
Br 0.81 -3.87 -3.44 -0.166
H 0.72 -0.42 0.74 0.333
H -0.52 0.69 0.02 0.290
H 1.35 1.14 0.15 0.256
```

=====

Molecular formula: C2H3BrF2O2
Method: DFT, the ωB97M-V functional and the def2-TZVPD basis

Values from the calculation:
E_tot, Eh: -3002.11671
F_max, Eh/bohr: 0.080
Frontier orbital gap, Eh: 0.2717
LUMO level, eV: -2.31
ΔE to the lowest compared entry with this formula, charge and spin, kcal per mole: 74.1
HOMO, eV: -9.7

Structure (XYZ):
```
10
Properties=species:S:1:pos:R:3:mulliken_charge:R:1
C -0.28 0.91 -0.20 0.104
C 0.21 -0.16 0.74 0.451
O -1.27 0.61 -1.05 -0.455
O 1.42 -0.61 0.49 -0.278
F 0.94 1.24 -0.94 -0.329
F -0.66 -1.73 -1.23 -0.793
Br -0.96 -0.96 1.89 0.139
H -0.70 1.76 0.47 0.289
H -0.97 -0.25 -1.46 0.447
H 1.64 -1.40 1.16 0.425
```

=====

Molecular formula: C2H3BrFI
Method: DFT, the ωB97M-V functional and the def2-TZVPD basis

Values from the calculation:
E_tot, Eh: -3049.53755
F_max, Eh/bohr: 0.074
Frontier orbital gap, Eh: 0.3530
LUMO level, eV: -0.14
ΔE to the lowest compared entry with this formula, charge and spin, kcal per mole: 16.2
HOMO, eV: -9.7

Structure (XYZ):
```
8
Properties=species:S:1:pos:R:3:mulliken_charge:R:1
C -0.65 0.17 -0.53 -0.355
C 0.40 -0.20 0.49 -0.416
F -0.24 0.58 -1.73 -0.251
Br 0.83 -2.04 0.43 -0.053
I 2.22 1.09 0.43 0.094
H -1.24 0.98 -0.25 0.295
H -1.36 -0.70 -0.45 0.310
H 0.04 0.12 1.61 0.376
```